Record 1
C24H42F3N3O21S3 | the ωB97M-V functional and the def2-TZVPD basis

The total energy is -4177.8094 Ha. Its structure (SMILES) is O=C1OC[C@@H](F)O1.O=C1OC[C@@H](F)O1.O=C1OC[C@@H](F)O1.C[N+](=O)[O-].C[N+](=O)[O-].C[N+](=O)[O-].O=S1(=O)CCCC1.O=S1(=O)CCCC1.O=S1(=O)CCCC1. As for the gap between HOMO and LUMO: 0.3570 Ha. The energy above the lowest of the compared OMol25 structures with the same formula, charge and spin comes out at 168.4 kJ/mol.

Positions of all 96 atoms, in Å:
O (-3.905442, 4.456248, -3.106472)
C (-2.998423, 3.685253, -3.142256)
O (-1.719060, 3.878723, -2.818555)
C (-1.057947, 2.630712, -2.834604)
C (-1.908217, 1.755055, -3.773984)
F (-2.050532, 0.486518, -3.315880)
O (-3.123587, 2.426321, -3.576205)
H (-0.018454, 2.790492, -3.102263)
H (-1.154788, 2.165603, -1.849876)
H (-1.449752, 1.620853, -4.753880)
O (1.760110, 0.626617, 2.900946)
C (2.460592, -0.133071, 3.498604)
O (2.695928, -1.394485, 3.225411)
C (3.792637, -1.929998, 3.907944)
C (3.847965, -0.918614, 5.064049)
F (5.145899, -0.708751, 5.337377)
O (3.302378, 0.267756, 4.477138)
H (3.569633, -2.956595, 4.190748)
H (4.710720, -1.836151, 3.325758)
H (3.283102, -1.131404, 5.976069)
O (3.167151, 2.703157, -4.328114)
C (2.538787, 1.876461, -4.925380)
O (1.370905, 1.406310, -4.500885)
C (1.019861, 0.354314, -5.370783)
C (1.682576, 0.679980, -6.668929)
F (0.916188, 1.459782, -7.486861)
O (2.748742, 1.504788, -6.204488)
H (1.304705, -0.603045, -4.931467)
H (-0.066507, 0.302936, -5.430519)
H (1.979455, -0.201690, -7.232462)
C (0.552718, -0.308863, -0.407494)
N (0.361888, -1.152573, -1.605477)
O (0.431381, -0.610126, -2.690993)
O (0.391561, -2.358353, -1.406416)
H (-0.350680, -0.409099, 0.189423)
H (0.768076, 0.688101, -0.788145)
H (1.426547, -0.527266, 0.203044)
C (4.888649, -3.772072, -0.338475)
N (4.177436, -2.486020, -0.160557)
O (3.069778, -2.475260, 0.337496)
O (4.809985, -1.500616, -0.480933)
H (4.458373, -4.561672, 0.269702)
H (5.852428, -3.548485, 0.119607)
H (5.036802, -3.948892, -1.399119)
C (3.276817, 1.686748, 0.112611)
N (4.272381, 2.430012, 0.911407)
O (4.317609, 3.636175, 0.795769)
O (5.095972, 1.808331, 1.565317)
H (3.262483, 2.146099, -0.870310)
H (2.318702, 1.820488, 0.616525)
H (3.278925, 0.605298, 0.229265)
O (1.414254, 5.100500, 1.140954)
S (0.399265, 4.099486, 0.906342)
O (0.620796, 3.101583, -0.126990)
C (-0.036313, 3.296725, 2.519718)
C (-1.318015, 3.950640, 3.006226)
C (-2.116893, 4.330354, 1.740063)
C (-1.219847, 4.888845, 0.674158)
H (0.728776, 3.184303, 3.284406)
H (-0.343973, 2.268078, 2.311900)
H (-1.916003, 3.351468, 3.687349)
H (-1.093296, 4.949856, 3.388900)
H (-2.900387, 5.084853, 1.828007)
H (-2.634240, 3.484760, 1.274083)
H (-1.030781, 5.951670, 0.853649)
H (-1.438835, 4.939788, -0.392483)
O (-2.795150, 0.929861, 5.750517)
S (-2.045991, -0.134855, 5.169568)
O (-0.615251, -0.229438, 5.375483)
C (-2.713223, -1.792460, 5.589834)
C (-3.524835, -2.139548, 4.329871)
C (-2.868839, -1.580884, 3.123232)
C (-2.490986, -0.109194, 3.325856)
H (-3.131493, -1.657740, 6.582657)
H (-1.833570, -2.428309, 5.500645)
H (-3.641570, -3.199482, 4.094353)
H (-4.558351, -1.788722, 4.401596)
H (-3.561153, -1.804008, 2.311805)
H (-1.905315, -2.087184, 3.012289)
H (-3.337372, 0.575472, 3.265392)
H (-1.714056, 0.285521, 2.674991)
O (-3.751348, -3.294394, -0.225018)
S (-3.828778, -3.622598, -1.632896)
O (-5.126513, -3.793387, -2.211280)
C (-2.894178, -2.490577, -2.672170)
C (-2.089403, -3.353256, -3.634086)
C (-1.632436, -4.595613, -2.843811)
C (-2.841906, -5.072263, -2.024193)
H (-2.306901, -1.852989, -2.011814)
H (-3.599337, -1.818490, -3.159976)
H (-2.661987, -3.511716, -4.544540)
H (-1.190513, -2.751293, -3.784330)
H (-0.797358, -4.411428, -2.166217)
H (-1.172539, -5.284647, -3.554551)
H (-2.511673, -5.742562, -1.233796)
H (-3.514936, -5.652759, -2.658123)

Atoms 1-2, force components in eV/Å:
O 0.682 -0.152 0.280
C -0.360 0.533 -0.249


Record 2
C22H44BF9GaO11S | the ωB97M-V functional and the def2-TZVPD basis

The total energy is -4938.9838 Ha. The net charge is -1. As for the gap between HOMO and LUMO: 0.2281 Ha.

Positions of all 89 atoms, in Å:
C (1.769431, -0.395422, 2.740496)
C (0.578246, -0.646319, 1.791028)
C (-0.754128, -0.033376, 2.251284)
C (-0.701767, 1.470324, 2.586778)
Ga (-1.659568, 2.635637, 1.203350)
C (-0.970627, 4.587981, 1.222379)
C (-0.183742, 4.972879, 2.478033)
C (0.963829, 5.966953, 2.242587)
C (2.018160, 5.532549, 1.216885)
C (2.615203, 4.163108, 1.475910)
F (1.812943, 3.146084, 1.100688)
F (2.855785, 4.016380, 2.821396)
C (4.036252, 3.921097, 0.853998)
F (4.620278, 2.900883, 1.492600)
F (4.802460, 5.008031, 1.033366)
S (4.083968, 3.442480, -0.990593)
F (2.627500, 4.025766, -1.249119)
F (3.477902, 2.027714, -0.638995)
F (5.568327, 2.880795, -0.812803)
F (4.695819, 4.861575, -1.407633)
F (4.144311, 3.011119, -2.518089)
B (-1.488405, 1.792819, -0.753498)
O (-2.604212, 1.512571, -1.546269)
O (-0.238996, 1.429444, -1.331806)
H (1.499789, 0.255101, 3.573296)
H (2.609835, 0.049573, 2.200046)
H (2.138934, -1.336386, 3.158798)
H (0.822881, -0.329060, 0.773365)
H (0.432031, -1.732247, 1.730471)
H (-1.485407, -0.227991, 1.453749)
H (-1.097504, -0.612036, 3.121990)
H (0.325625, 1.804527, 2.766392)
H (-1.229338, 1.645685, 3.532411)
H (-3.236533, 2.649950, 1.626434)
H (-1.848686, 5.228232, 1.082319)
H (-0.362528, 4.704121, 0.316903)
H (0.236133, 4.080098, 2.955267)
H (-0.850882, 5.415846, 3.226209)
H (0.522476, 6.890339, 1.844099)
H (1.454841, 6.248955, 3.180837)
H (2.832832, 6.261565, 1.213941)
H (1.589104, 5.551017, 0.215307)
H (-2.542343, 0.649115, -1.971024)
H (0.036207, 2.155498, -1.904249)
C (-0.692913, -1.067957, -3.716160)
C (-1.742968, -2.059656, -3.267017)
O (-1.240827, -3.410450, -3.270685)
C (-0.482465, -3.729787, -2.222010)
O (-0.228745, -3.025087, -1.284188)
O (-0.044748, -4.982181, -2.395138)
C (0.839704, -5.433803, -1.368134)
H (-0.295713, -1.356532, -4.691928)
H (-1.123545, -0.070469, -3.792222)
H (0.129392, -1.018470, -3.005273)
H (-2.583158, -2.078261, -3.959304)
H (-2.121961, -1.817783, -2.273632)
H (0.404191, -5.301482, -0.380183)
H (1.788622, -4.901437, -1.423464)
H (1.009328, -6.491492, -1.551415)
C (4.630699, -4.031931, -5.397342)
C (3.562136, -5.028423, -5.004501)
O (4.062653, -6.376857, -5.005901)
C (4.771052, -6.720712, -3.935314)
O (4.993555, -6.034274, -2.973074)
O (5.188739, -7.978840, -4.100695)
C (5.996178, -8.472802, -3.030460)
H (5.070348, -4.305930, -6.357400)
H (4.198940, -3.034811, -5.479615)
H (5.427521, -4.001713, -4.655206)
H (2.754254, -5.024318, -5.733207)
H (3.133063, -4.791157, -4.031816)
H (5.495028, -8.342660, -2.073915)
H (6.957312, -7.961134, -3.012921)
H (6.144481, -9.529751, -3.231532)
C (-9.014502, 1.880435, 5.020724)
C (-8.155133, 2.646997, 4.037184)
O (-6.868889, 2.045326, 3.871501)
C (-6.835868, 0.981728, 3.064534)
O (-7.784204, 0.518902, 2.478340)
O (-5.591918, 0.534402, 3.020088)
C (-5.407864, -0.639344, 2.226973)
H (-8.490010, 1.762640, 5.969911)
H (-9.948322, 2.414861, 5.200751)
H (-9.251886, 0.889307, 4.636514)
H (-7.946516, 3.648870, 4.408818)
H (-8.644947, 2.738286, 3.067936)
H (-5.823965, -0.505619, 1.231245)
H (-5.879963, -1.489034, 2.720549)
H (-4.336290, -0.797311, 2.149809)

Atoms 1-2, force components in eV/Å:
C 0.048 -0.189 -0.230
C -0.010 -0.335 0.153


Record 3
C18H12CdN5Se4 | the ωB97M-V functional and the def2-TZVPD basis

The total energy is -10740.6093 Ha. The net charge is -1. As for the gap between HOMO and LUMO: 0.2406 Ha.

Positions of all 40 atoms, in Å:
Cd (-1.737046, -0.178958, 0.010835)
C (-2.328496, 1.063092, -4.294351)
C (-1.076468, 1.388072, -4.804391)
C (0.052774, 0.968837, -4.137482)
C (-0.087239, 0.240296, -2.947840)
N (-1.290832, -0.048591, -2.449833)
C (-2.381433, 0.351920, -3.112321)
N (1.077078, -0.247866, -2.375192)
C (1.283416, -0.422355, -1.118327)
N (0.523308, -0.153403, 0.000012)
C (1.295589, -0.404143, 1.115968)
N (1.096597, -0.218670, 2.371749)
C (-0.088278, 0.218845, 2.945066)
C (0.005791, 1.004952, 4.100843)
C (-1.150111, 1.365973, 4.758515)
C (-2.377224, 0.925252, 4.275996)
C (-2.383319, 0.159398, 3.127458)
N (-1.269493, -0.181332, 2.473183)
C (2.618139, -0.934591, 0.682684)
C (3.719924, -1.348114, 1.408411)
C (4.820531, -1.797923, 0.689927)
C (4.810419, -1.815995, -0.706818)
C (3.700203, -1.384178, -1.421415)
C (2.608026, -0.952295, -0.691699)
H (-3.242723, 1.366154, -4.784460)
H (-0.984888, 1.957801, -5.721557)
H (1.048061, 1.173783, -4.504869)
H (-3.328144, 0.098692, -2.648786)
H (0.985092, 1.300037, 4.449564)
H (-1.096219, 1.981172, 5.648824)
H (-3.308229, 1.181552, 4.761410)
H (-3.308408, -0.189948, 2.681265)
H (3.708888, -1.320648, 2.489841)
H (5.702945, -2.139746, 1.217160)
H (5.685181, -2.171728, -1.237640)
H (3.674490, -1.383753, -2.502998)
Se (-3.541411, -2.066769, 0.145669)
Se (-5.288640, -0.698977, -0.627060)
Se (-5.088109, 1.185901, 0.721944)
Se (-3.059741, 2.128256, 0.010715)

Atoms 1-2, force components in eV/Å:
Cd -0.079 0.065 -0.033
C -0.039 -0.033 0.033


Record 4
C44H44N4O10S2Se2Ta | the ωB97M-V functional and the def2-TZVPD basis

The total energy is -8330.8680 Ha. The net charge is -1. As for the gap between HOMO and LUMO: 0.2195 Ha. The energy above the lowest of the compared OMol25 structures with the same formula, charge and spin comes out at 227.9 kJ/mol.

Positions of all 107 atoms, in Å:
Ta (0.558668, 1.104184, 0.062049)
O (-0.255357, 4.990154, -2.558955)
C (1.112102, 5.333560, -2.526015)
C (2.089223, 4.260323, -2.015034)
C (3.500961, 4.714024, -2.449744)
O (3.710615, 4.818350, -3.853324)
C (2.169948, 4.268966, -0.482942)
Se (0.561643, 3.709992, 0.467362)
C (1.866161, 2.862483, -2.611041)
Se (0.183164, 1.834639, -2.363329)
H (-0.465078, 4.501582, -1.747312)
H (1.274598, 6.231058, -1.906774)
H (1.379251, 5.597475, -3.550934)
H (4.237730, 4.031554, -2.009018)
H (3.691640, 5.713945, -2.051667)
H (3.469212, 3.973897, -4.248502)
H (2.371126, 5.290942, -0.154105)
H (2.994878, 3.643266, -0.145114)
H (2.694061, 2.211989, -2.315629)
H (1.888021, 2.936263, -3.701701)
C (-6.160501, 3.870496, -0.648538)
O (-5.970280, 3.645470, 0.736554)
C (-4.784588, 3.106604, 1.111016)
C (-4.662961, 2.898690, 2.520428)
C (-3.512166, 2.379286, 3.002464)
C (-2.423765, 2.024365, 2.150804)
C (-1.218970, 1.550603, 2.671264)
C (-0.949234, 1.409430, 4.142189)
O (-0.254516, 1.216183, 1.924389)
C (-2.550928, 2.218952, 0.726283)
O (-1.663842, 1.945021, -0.120468)
C (-3.782398, 2.787155, 0.249172)
H (-7.155854, 4.293948, -0.752306)
H (-6.099327, 2.934481, -1.209651)
H (-5.419377, 4.572103, -1.038814)
H (-5.494904, 3.162928, 3.157795)
H (-3.410214, 2.223051, 4.069173)
H (-0.916214, 2.395017, 4.610607)
H (0.015586, 0.925071, 4.266899)
H (-1.728390, 0.826369, 4.634029)
H (-3.847023, 2.943461, -0.817610)
C (8.619753, -1.061084, 1.182978)
C (7.181993, -0.632650, 1.287336)
C (6.669174, -0.132313, 2.478932)
C (5.340497, 0.253848, 2.578651)
C (4.520048, 0.137007, 1.468932)
C (5.008964, -0.353944, 0.262960)
C (6.335342, -0.736917, 0.184466)
S (2.836880, 0.652401, 1.608811)
O (2.612175, 1.459085, 0.331983)
O (2.719925, 1.459698, 2.788170)
N (1.777526, -0.478736, 1.552251)
C (2.060715, -1.714887, 0.828660)
C (2.136523, -1.518820, -0.677712)
O (2.688841, -2.362276, -1.371872)
O (1.606864, -0.428166, -1.108697)
H (9.185243, -0.764871, 2.065951)
H (9.097488, -0.619647, 0.307286)
H (8.695829, -2.145780, 1.082805)
H (7.318545, -0.036871, 3.341420)
H (4.937389, 0.655129, 3.498652)
H (4.367863, -0.429795, -0.606004)
H (6.719598, -1.121267, -0.753157)
H (1.230657, -2.393791, 1.032295)
H (2.976140, -2.192847, 1.182436)
C (-7.341475, -6.394498, 3.269119)
C (-6.330209, -5.378201, 2.787732)
O (-6.405075, -4.208922, 3.041868)
S (-5.034100, -6.118465, 1.809765)
C (-4.054446, -4.715507, 1.371246)
C (-3.096698, -4.219413, 2.249769)
C (-2.310892, -3.142652, 1.885039)
C (-2.450406, -2.546862, 0.625101)
C (-3.421176, -3.051479, -0.244488)
C (-4.217067, -4.120081, 0.126595)
C (-1.607839, -1.453155, 0.250871)
C (-0.876454, -0.534988, -0.069320)
H (-7.413780, -6.320991, 4.353869)
H (-7.081206, -7.412349, 2.984480)
H (-8.311797, -6.135170, 2.845154)
H (-2.969016, -4.682683, 3.220025)
H (-1.562376, -2.756346, 2.564658)
H (-3.549332, -2.591947, -1.211850)
H (-4.964041, -4.501145, -0.559439)
C (-4.329502, 0.466581, -4.186744)
C (-3.237625, 0.817332, -3.403647)
N (-2.231584, -0.010215, -3.154112)
C (-2.270720, -1.234918, -3.666379)
C (-3.343905, -1.714863, -4.429490)
C (-4.376345, -0.814054, -4.700646)
C (-3.514762, -3.086328, -4.931365)
C (-3.033802, -4.279818, -4.568888)
C (-2.094804, -4.662354, -3.501915)
C (-2.325388, -5.838653, -2.789082)
C (-1.458884, -6.126597, -1.755625)
N (-0.425212, -5.346190, -1.446091)
C (-0.276233, -4.259661, -2.199611)
N (-1.055521, -3.885416, -3.211476)
H (-5.120977, 1.178794, -4.380422)
H (-3.153315, 1.805765, -2.961224)
H (-1.415243, -1.867116, -3.459479)
H (-5.220889, -1.132322, -5.302345)
H (-4.262988, -3.137327, -5.719514)
H (-3.453340, -5.132403, -5.095288)
H (-3.167841, -6.479474, -3.014723)
H (-1.598523, -7.013712, -1.145454)
H (0.570444, -3.618161, -1.985767)

Atoms 1-2, force components in eV/Å:
Ta -1.752 -0.673 -1.000
O 0.017 0.085 0.020